The following is a quantum chemistry calculation of one molecule with the formula C9H8N4 in a non-equilibrium geometry, from OMol25.

net charge: 0
energy relative to the best compared isomer or geometry (same formula, charge and spin): 331.9 kJ/mol
orbital gap: 0.304 Ha
structure (SMILES): c1cc2nnc(C3CC3)nc2cn1
LUMO energy: -0.0257 Ha

Geometry (Å):
N 0.448 0.073 -0.440
N 2.554 -0.780 2.341
N -1.398 -0.642 1.460
N -1.696 -0.135 0.403
C 2.205 -0.399 1.181
C -0.966 1.721 -2.679
C 0.862 -0.287 0.840
C -0.820 0.171 -0.582
C -0.110 -0.592 1.810
C 1.644 -1.070 3.303
C -1.446 0.467 -1.899
C 0.309 -0.870 3.095
C -0.728 0.360 -3.147
H -0.461 -1.161 3.842
H -2.524 0.366 -1.856
H -1.790 2.263 -3.156
H -0.113 2.256 -2.237
H 2.946 0.068 0.594
H -1.269 -0.037 -4.005
H 0.293 -0.106 -3.002
H 2.062 -1.666 4.135

Charges per atom according to Löwdin partitioning, unit e: atom 1 (N): 0.214, atom 2 (N): 0.069, atom 3 (N): 0.095, atom 4 (N): 0.080, atom 5 (C): -0.104, atom 6 (C): -0.088, atom 7 (C): -0.151, atom 8 (C): -0.302, atom 9 (C): -0.230, atom 10 (C): -0.116, atom 11 (C): -0.232, atom 12 (C): -0.007, atom 13 (C): -0.171, atom 14 (H): 0.129, atom 15 (H): 0.132, atom 16 (H): 0.106, atom 17 (H): 0.111, atom 18 (H): 0.111, atom 19 (H): 0.109, atom 20 (H): 0.128, atom 21 (H): 0.118